1.
52
Properties=species:S:1:pos:R:3:forces:R:3 method="wB97M-V/def2-TZVPD" orbital_gap_ev="7.460 / 7.683" de_lowest_ev=0.416 s2=1.24 spin_multiplicity=2 total_charge=+2 fmax_ev_per_a=1.87
Mn 0.58976 -0.07065 -0.15398 -0.43 1.79 -0.32
N -1.73519 1.20935 -2.31042 0.06 -0.07 0.15
C -2.24884 1.02961 -1.07918 0.04 0.02 0.08
N -3.53174 1.26888 -0.90572 -0.11 0.05 -0.11
C -4.01121 1.06209 0.32568 0.14 -0.04 -0.11
N -5.30113 1.26495 0.54040 -0.01 0.03 0.04
N -3.25220 0.65233 1.37481 -0.11 0.07 0.19
C -1.99320 0.46211 1.10890 -0.09 0.01 -0.07
N -1.40744 0.61674 -0.09380 0.17 -0.54 -0.10
C -1.10061 0.03184 2.21526 -0.05 -0.12 0.05
C -1.57212 -0.12673 3.50363 -0.07 0.04 0.05
C -0.69628 -0.56013 4.48792 0.04 0.04 0.00
C 0.62509 -0.79998 4.15012 0.00 -0.01 0.03
C 1.02357 -0.60134 2.84032 0.07 0.04 -0.03
N 0.17919 -0.20392 1.88568 0.22 -0.10 -0.39
H -2.33297 1.56743 -3.03705 0.01 0.01 -0.01
H -0.74863 1.12150 -2.47657 -0.05 0.08 -0.10
H -5.88503 1.60704 -0.20450 0.01 -0.03 -0.01
H -5.68783 1.12745 1.45849 0.02 0.01 0.01
H -2.60921 0.09118 3.71167 0.00 -0.03 0.00
H -1.03572 -0.69625 5.50574 -0.02 -0.01 -0.01
H 1.34356 -1.13443 4.88485 0.00 0.02 0.00
H 2.05339 -0.75008 2.54226 0.00 -0.05 -0.02
N -1.16203 -5.84100 -1.56736 0.01 0.04 0.02
C -0.78049 -4.57773 -1.33830 0.02 0.02 0.02
C 0.26236 -4.27036 -0.43981 0.00 -0.06 0.00
C 0.63199 -2.96752 -0.26111 -0.01 -0.09 -0.13
N 0.04988 -1.92506 -0.89192 0.36 0.36 0.54
C -0.95774 -2.21612 -1.73664 -0.05 0.14 0.03
C -1.40019 -3.48613 -1.97845 -0.03 -0.10 -0.06
H -0.68021 -6.61384 -1.14214 -0.02 0.00 0.01
H -1.87750 -6.05611 -2.23973 0.00 0.00 0.00
H 0.76909 -5.05471 0.10624 0.02 0.01 -0.02
H 1.44437 -2.73022 0.41553 -0.02 0.00 0.03
H -1.41771 -1.37669 -2.24208 -0.05 -0.02 0.03
H -2.22437 -3.64900 -2.65982 0.04 0.04 -0.04
S 3.96019 -0.72921 -0.41126 0.47 0.28 -0.23
C 2.55807 -0.19496 -0.44133 -0.60 -1.04 0.72
N 0.93685 2.28319 0.10287 0.11 -0.83 -0.33
C 2.12284 2.78586 -0.56236 0.08 0.06 -0.07
C 2.40693 2.35185 -1.85232 -0.08 -0.03 0.12
C 3.57926 2.74597 -2.47840 -0.02 0.05 -0.07
C 4.45674 3.60160 -1.82775 0.00 0.02 0.04
C 4.14819 4.07243 -0.55947 -0.01 -0.04 0.01
C 2.98436 3.66056 0.07759 0.03 -0.04 0.10
H 0.95030 2.54784 1.08287 -0.05 -0.02 0.00
H 0.10753 2.70355 -0.30740 -0.03 0.03 0.09
H 1.71062 1.68458 -2.35291 0.05 0.00 -0.09
H 3.81411 2.38811 -3.47223 -0.06 0.01 -0.01
H 5.37578 3.90719 -2.30843 -0.02 0.02 -0.02
H 4.81191 4.76721 -0.06289 0.01 -0.04 0.02
H 2.75367 4.01976 1.07450 0.01 0.02 -0.02

***

2.
21
Properties=species:S:1:pos:R:3:forces:R:3 method="wB97M-V/def2-TZVPD" orbital_gap_ev=8.671 de_lowest_ev=0.942 total_charge=-1 fmax_ev_per_a=3.31
C 1.44781 -0.11110 -1.08224 0.72 -1.17 0.37
O 0.64803 0.02201 -2.20697 -0.73 0.10 -0.70
C 1.44164 1.09360 -0.12384 0.37 -0.55 -0.23
C 1.06502 0.73861 1.30404 -0.19 0.34 0.37
C -0.39334 1.02791 1.62909 -1.40 -2.77 1.15
O -1.19344 -0.06089 1.13428 0.13 1.28 -0.87
H 1.24472 -1.06696 -0.55794 -0.54 0.47 0.30
H 2.48194 -0.33616 -1.38017 0.04 0.46 -0.55
H -0.36359 0.07026 -1.96405 1.45 0.15 0.11
H 0.75024 1.76185 -0.62547 -0.21 0.49 0.39
H 2.42172 1.57312 -0.07376 0.06 0.05 -0.45
H 1.19848 -0.33661 1.46512 -0.23 -0.02 -0.14
H 1.76793 1.14616 2.04036 -0.15 0.60 -0.09
H -0.85987 1.97561 1.31898 0.70 0.14 -0.10
H -0.58172 0.86141 2.70781 0.56 1.01 0.10
H -0.87609 -1.61919 0.98171 -0.14 -0.29 -0.44
H -0.48872 -2.64967 -0.17854 -0.40 0.35 0.73
O -0.89718 -2.59029 0.70594 0.49 -0.31 -0.30
H -2.43793 0.78002 -1.29269 0.33 -0.21 -0.24
H -1.44476 0.15641 -0.11606 0.04 -0.56 0.39
O -1.65601 0.21459 -1.23629 -0.91 0.43 0.19

***

3.
22
Properties=species:S:1:pos:R:3:forces:R:3 method="wB97M-V/def2-TZVPD" orbital_gap_ev="8.315 / 9.563" de_lowest_ev=3.467 fmax_ev_per_a=5.06
C 0.35099 2.88838 -0.49126 -1.03 0.01 -0.53
C -2.20181 -1.61861 -0.22305 2.15 -1.54 2.54
C -0.38602 1.90934 0.47393 -3.58 1.59 -3.21
C -0.86125 -2.39031 -0.34605 -0.73 -1.23 -0.50
C 2.39865 -0.57485 0.53685 0.17 -0.11 0.83
O 0.51492 -0.13151 -1.59789 -0.09 0.58 0.28
O 0.26090 0.77659 0.88165 1.20 -1.33 0.06
O 0.19652 -1.77381 0.32177 0.97 2.03 0.77
F 2.89154 -1.80727 0.49754 -0.31 -0.25 -0.19
P 0.70836 -0.32877 -0.15827 1.50 -1.87 0.67
Br 3.84786 0.62405 0.43138 -0.54 0.30 -0.11
H 0.68267 2.30138 -1.37251 -0.30 0.35 0.43
H -0.41879 3.68708 -0.89756 1.69 -1.47 1.10
H 1.25947 3.31613 -0.05977 -0.34 0.32 0.10
H -2.76875 -2.11563 0.59965 0.09 1.10 -0.53
H -1.86549 -0.59218 -0.04668 -0.96 -0.04 0.10
H -2.65212 -1.75387 -1.14048 -1.47 0.15 -1.78
H -1.32396 1.58146 -0.13431 1.31 0.46 0.75
H -0.86089 2.34644 1.32781 0.36 0.59 0.71
H -0.63741 -2.46485 -1.40307 0.33 -0.04 -0.26
H -0.79532 -3.41249 0.07797 -0.79 0.47 -0.33
H 1.65992 -0.46674 2.72234 0.36 -0.08 -0.90